Formula: C43H91N2O20P4S4
Source: the Open Molecules 2025 dataset
Level of theory: wB97M-V/def2-TZVPD

Structure (XYZ):
```
164
Properties=species:S:1:pos:R:3:forces:R:3
C -2.059 1.655 -1.428 0.341 -0.254 0.427
C -1.504 0.989 -0.139 0.438 0.242 -0.488
C -0.458 1.879 0.544 -0.419 0.296 -0.277
C 0.815 2.003 -0.333 -1.126 -0.234 1.022
N 2.017 1.976 0.510 0.014 -0.115 -1.859
C 2.272 0.613 1.016 0.644 -0.354 0.663
C 2.860 -0.347 -0.035 -0.090 0.137 0.024
C 4.229 -0.948 0.298 -0.113 -0.231 0.296
C 4.466 -2.325 -0.342 -0.042 0.270 0.626
S 4.462 -2.296 -2.145 0.970 0.447 -1.548
O 3.419 -1.394 -2.618 -0.517 -0.192 0.535
O 5.788 -1.822 -2.474 0.250 -0.226 0.354
N 4.291 -3.774 -2.703 -0.978 0.405 1.088
S 2.773 -4.262 -2.995 0.656 -1.280 -1.073
O 2.737 -5.703 -2.852 0.144 -0.014 0.566
O 2.324 -3.841 -4.301 -0.181 0.727 0.214
C 1.640 -3.663 -1.713 -0.604 0.183 0.119
C 0.322 -3.104 -2.190 -0.025 -0.180 -0.011
C -0.828 -3.475 -1.504 0.062 -0.132 0.338
C -2.085 -2.987 -1.829 0.557 -0.148 0.147
C -2.203 -2.111 -2.900 -0.530 -0.415 0.680
C -1.061 -1.734 -3.584 -0.352 0.384 -0.443
C 0.190 -2.210 -3.242 0.206 0.177 -0.050
C 3.147 2.599 -0.013 0.336 -0.267 0.682
S 4.466 2.823 0.936 0.136 0.063 -0.341
S 3.247 3.255 -1.665 -0.007 0.450 -0.053
C 2.936 1.877 -2.828 -0.512 0.500 0.189
C 2.398 2.382 -4.177 0.221 -0.634 -0.042
C 1.525 1.264 -4.761 0.425 -0.030 0.158
H -1.882 1.009 -2.286 -0.249 -0.010 -0.086
H -3.124 1.848 -1.314 -0.016 0.111 -0.243
H -1.533 2.590 -1.627 -0.174 0.109 -0.012
H -0.997 0.073 -0.458 -0.228 -0.244 0.326
H -2.324 0.749 0.536 0.073 -0.135 0.060
H -0.910 2.873 0.640 0.128 0.040 0.189
H -0.226 1.557 1.558 0.079 -0.184 -0.066
H 0.723 2.946 -0.861 0.482 -0.057 -0.220
H 0.776 1.167 -1.039 0.282 0.066 -0.109
H 1.357 0.174 1.410 -0.210 0.366 -0.086
H 2.945 0.671 1.871 0.019 0.225 -0.032
H 2.138 -1.152 -0.181 0.051 -0.069 -0.095
H 2.945 0.148 -0.992 -0.136 0.000 -0.085
H 4.275 -1.091 1.385 0.074 -0.123 -0.018
H 5.056 -0.276 0.065 -0.150 0.129 -0.195
H 5.456 -2.673 -0.049 0.051 -0.104 -0.286
H 3.759 -3.038 0.082 -0.145 -0.072 -0.330
H 1.428 -4.538 -1.099 0.191 -0.109 -0.092
H 2.089 -2.926 -1.061 0.322 0.083 -0.201
H -0.729 -4.155 -0.664 -0.046 -0.070 -0.032
H -2.904 -3.326 -1.206 -0.286 0.154 -0.265
H -3.201 -1.770 -3.147 0.134 0.247 -0.316
H -1.171 -1.055 -4.422 0.127 0.020 -0.027
H 1.062 -1.904 -3.800 0.063 -0.020 0.011
H 3.865 1.329 -2.951 -0.094 -0.227 0.083
H 2.166 1.246 -2.401 0.185 -0.244 0.054
H 3.244 2.527 -4.851 -0.053 0.369 -0.001
H 1.840 3.312 -4.069 0.039 0.041 -0.008
H 1.229 1.463 -5.791 -0.209 0.059 0.064
H 2.107 0.338 -4.757 -0.044 -0.038 -0.055
H 0.665 1.086 -4.114 -0.187 0.064 -0.200
O -5.724 -1.595 -5.464 3.053 0.466 -3.349
P -6.702 -2.098 -6.481 -6.176 -1.122 6.001
O -7.798 -0.878 -6.459 0.439 -0.106 -0.856
C -7.439 0.390 -7.001 0.081 0.287 -0.008
C -7.298 0.347 -8.511 -0.013 -0.140 0.007
O -7.362 -3.175 -5.398 0.097 -0.496 -0.046
C -6.493 -3.930 -4.527 -0.161 0.230 -0.018
C -6.576 -3.412 -3.115 -0.258 0.184 0.282
O -7.445 -2.918 -7.666 2.843 1.025 -1.665
C -8.653 -3.683 -7.564 -0.482 -0.755 -0.494
C -9.899 -2.829 -7.532 0.075 0.289 0.298
H -6.514 0.745 -6.537 -0.004 -0.053 0.040
H -8.233 1.082 -6.720 -0.050 -0.097 0.072
H -6.472 -0.305 -8.810 0.032 0.055 -0.006
H -7.106 1.345 -8.907 0.034 -0.003 0.014
H -8.204 -0.047 -8.972 -0.025 0.034 0.009
H -5.462 -3.902 -4.878 -0.016 0.063 -0.051
H -6.828 -4.969 -4.573 -0.065 0.019 -0.048
H -6.379 -2.341 -3.076 0.174 -0.025 -0.109
H -5.867 -3.921 -2.460 -0.020 -0.048 -0.024
H -7.587 -3.552 -2.724 0.026 -0.098 0.041
H -8.622 -4.376 -6.730 0.194 0.209 0.172
H -8.669 -4.300 -8.465 0.183 0.180 -0.111
H -10.016 -2.329 -6.572 0.046 0.024 0.000
H -10.774 -3.462 -7.690 0.058 -0.064 -0.049
H -9.871 -2.065 -8.308 -0.015 -0.052 -0.054
O 3.443 -0.299 6.368 -2.019 2.013 0.281
P 4.399 0.741 6.786 4.757 -2.736 0.351
O 5.414 1.031 5.578 -0.484 0.281 0.215
C 4.887 1.468 4.311 -0.101 0.167 -0.395
C 4.324 2.871 4.373 -0.156 0.122 0.271
O 5.402 -0.086 7.782 -0.050 0.449 -0.104
C 4.923 -1.203 8.529 0.056 -0.239 -0.001
C 5.480 -2.490 7.961 0.161 -0.018 -0.099
O 4.480 2.110 7.591 -2.198 -0.038 -0.535
C 5.597 2.549 8.373 0.236 0.653 0.556
C 6.737 3.089 7.540 0.113 -0.275 -0.226
H 4.126 0.763 3.967 0.027 -0.062 0.098
H 5.714 1.429 3.604 0.074 -0.070 0.104
H 3.458 2.919 5.042 -0.007 -0.021 -0.048
H 4.015 3.189 3.375 0.032 -0.075 0.245
H 5.067 3.572 4.757 0.042 -0.007 -0.063
H 3.833 -1.227 8.542 -0.007 0.032 -0.109
H 5.262 -1.071 9.560 0.028 0.074 -0.020
H 5.262 -2.568 6.896 -0.153 0.020 0.024
H 5.059 -3.357 8.472 0.000 0.016 0.018
H 6.565 -2.514 8.069 -0.005 -0.008 0.044
H 5.933 1.777 9.061 -0.092 -0.271 -0.228
H 5.202 3.354 8.996 -0.189 -0.002 -0.146
H 7.277 2.288 7.035 -0.044 -0.016 -0.035
H 7.443 3.612 8.188 -0.064 0.019 0.050
H 6.374 3.780 6.781 -0.019 0.051 0.054
O 4.919 6.482 1.499 1.448 -0.912 -2.291
P 4.635 7.721 0.763 -3.239 2.829 3.544
O 5.424 8.935 1.489 0.158 -0.267 -0.554
C 6.846 8.855 1.611 0.333 -0.019 0.063
C 7.550 8.999 0.274 -0.142 -0.051 -0.093
O 3.120 8.081 1.255 0.229 0.151 -0.344
C 2.219 7.023 1.607 -0.122 -0.115 0.178
C 2.009 6.990 3.105 0.032 0.185 0.129
O 4.475 8.311 -0.703 1.298 -1.792 -0.367
C 3.597 9.379 -1.077 -0.338 0.407 -0.751
C 4.113 10.747 -0.695 0.048 -0.005 0.389
H 7.123 7.913 2.091 -0.087 -0.024 -0.015
H 7.143 9.665 2.277 -0.142 0.027 0.020
H 7.304 8.168 -0.392 0.065 -0.021 0.026
H 8.631 9.017 0.413 -0.004 -0.020 0.024
H 7.243 9.917 -0.227 0.041 0.041 0.041
H 2.585 6.061 1.249 0.106 0.029 0.018
H 1.273 7.226 1.099 0.044 0.075 -0.043
H 2.963 6.922 3.627 0.041 -0.140 -0.084
H 1.389 6.139 3.391 -0.003 -0.003 -0.029
H 1.522 7.907 3.441 -0.043 -0.020 -0.016
H 2.588 9.215 -0.707 0.117 -0.173 0.298
H 3.531 9.317 -2.165 0.183 -0.152 0.016
H 4.030 10.921 0.378 0.034 -0.038 0.016
H 3.526 11.512 -1.205 -0.010 -0.056 -0.065
H 5.160 10.862 -0.974 -0.023 0.005 -0.085
O -4.353 -5.596 0.516 -3.306 2.129 -1.271
P -5.333 -6.040 1.561 5.597 -4.272 2.743
O -4.449 -5.672 2.891 -0.926 0.254 0.203
C -4.139 -4.307 3.166 0.111 0.209 0.022
C -5.362 -3.507 3.580 -0.086 -0.100 -0.071
O -5.009 -7.643 1.488 -0.966 0.025 0.176
C -4.791 -8.286 0.227 0.256 -0.110 -0.087
C -3.329 -8.644 0.069 0.127 -0.013 0.162
O -6.745 -6.204 2.289 -0.564 1.897 -1.848
C -7.107 -7.282 3.165 -0.754 -0.487 0.416
C -6.524 -7.157 4.554 0.410 0.037 -0.050
H -3.661 -3.854 2.294 -0.004 -0.062 -0.028
H -3.409 -4.314 3.974 0.004 -0.124 -0.009
H -6.087 -3.445 2.763 0.029 0.066 -0.004
H -5.077 -2.494 3.862 0.014 0.003 -0.027
H -5.865 -3.980 4.424 0.038 0.026 0.045
H -5.124 -7.656 -0.598 0.051 0.090 0.044
H -5.402 -9.192 0.217 -0.048 0.031 0.075
H -2.698 -7.768 0.210 -0.078 0.080 -0.120
H -3.135 -9.062 -0.920 -0.021 -0.006 0.000
H -3.036 -9.377 0.822 -0.031 -0.041 -0.027
H -6.881 -8.249 2.723 0.297 0.143 -0.185
H -8.195 -7.231 3.232 0.022 0.235 -0.116
H -5.458 -7.378 4.562 0.014 0.044 -0.031
H -7.020 -7.866 5.218 -0.089 0.007 -0.065
H -6.661 -6.150 4.947 -0.081 -0.017 0.014
```
Forces are in eV/Å.

Properties
DFT total energy = -170497.78459 eV
net charge = -1
E_LUMO = 0.014 hartree